{"formula": "C6H9BrIN4O2", "method": "ωB97M-V with the def2-TZVPD basis set", "species": ["C", "C", "C", "C", "C", "C", "N", "N", "N", "N", "O", "O", "Br", "I", "H", "H", "H", "H", "H", "H", "H", "H", "H"], "coordinates": [[-1.27008, 0.57998, -0.76640], [1.00773, 0.87707, -1.06015], [-0.51446, -3.46503, -1.04522], [1.40019, 0.60603, 0.49406], [-1.25843, 0.15409, 0.52177], [0.17094, 0.12993, 2.57959], [-0.18661, 0.87313, -1.54918], [-2.40586, 0.86790, -1.52278], [1.99765, 1.31021, -1.83907], [0.14521, -0.09324, 1.18305], [-0.93217, -4.44120, -1.44135], [-0.13449, -2.49426, -0.53682], [-2.70627, -0.59827, 1.47783], [3.14935, -0.53135, 0.78321], [1.45508, 1.64908, 0.78157], [-0.29135, 1.21087, 2.70580], [-0.47873, -0.49536, 3.22980], [1.10739, 0.10754, 2.95673], [-3.32228, 0.63943, -1.31813], [-2.22588, 1.33725, -2.36598], [3.02827, 1.30877, -1.61458], [1.85881, 1.60391, -2.74322], [0.40599, -1.13646, 1.08947]], "e_lumo_ev": -3.784, "homo_energy_ev": -11.78, "orbital_gap_ev": 8.00, "de_lowest_kj_mol": 0.0, "total_charge": 1}

=====

{"formula": "C4H21N2O7", "method": "ωB97M-V with the def2-TZVPD basis set", "species": ["N", "C", "C", "C", "O", "C", "N", "O", "H", "H", "H", "H", "H", "H", "H", "H", "H", "H", "H", "H", "H", "O", "H", "H", "O", "H", "H", "O", "H", "H", "O", "H", "H", "O"], "coordinates": [[-0.70713, -1.67537, -1.23847], [0.56567, -0.86142, -1.21489], [0.29286, 0.63814, -1.43231], [-0.95264, 1.38375, -1.08559], [-1.30717, 0.97895, 0.23500], [1.21752, -1.29708, 0.09416], [1.95809, -0.45117, 0.89406], [0.81090, -2.29085, 0.69587], [-1.18622, -1.67216, -2.15306], [-1.31881, -1.32349, -0.43995], [-0.58650, -2.67601, -0.97055], [1.30745, -1.20445, -2.03834], [0.69581, 0.81704, -2.42575], [1.10456, 1.18221, -0.92132], [-1.76516, 1.09287, -1.74086], [-0.91981, 2.47338, -1.20534], [-1.01189, 1.61056, 0.90407], [2.50760, 0.29271, 0.45398], [2.39600, -0.90479, 1.70047], [-3.33073, -1.89098, 0.67148], [-2.86455, -0.35633, 0.55721], [-2.75827, -1.26266, 0.22157], [-1.30994, -0.34799, 2.84439], [-2.71857, 0.32033, 3.06663], [-1.76812, 0.45598, 3.13868], [2.63613, 3.17984, 0.34148], [1.67188, 2.88548, 1.58179], [1.80895, 2.79263, 0.63474], [0.16455, -1.25972, -4.51738], [1.31874, -0.43024, -4.09306], [0.85705, -1.23999, -3.83461], [0.65126, 0.49292, 4.37324], [1.68555, 0.02874, 3.47665], [0.85495, 0.51916, 3.42603]], "e_lumo_ev": -2.699, "homo_energy_ev": -13.32, "orbital_gap_ev": 10.62, "de_lowest_kj_mol": 237.2, "total_charge": 1}

=====

{"formula": "C23H32AsMnN3O5PSSe2", "method": "ωB97M-V with the def2-TZVPD basis set", "species": ["Mn", "Se", "P", "Se", "C", "C", "C", "C", "C", "C", "C", "C", "C", "C", "C", "C", "H", "H", "H", "H", "H", "H", "H", "H", "H", "H", "C", "C", "S", "O", "O", "C", "C", "N", "C", "N", "C", "C", "N", "O", "O", "C", "H", "H", "H", "H", "H", "H", "H", "H", "H", "H", "H", "H", "H", "C", "As", "C", "C", "O", "H", "H", "H", "H", "H", "H", "H", "H", "H"], "coordinates": [[-0.51120, -0.14550, -0.11589], [-0.87478, 1.23742, -2.00278], [-2.52571, 2.12060, -0.82498], [-2.08799, 1.27427, 1.14586], [-4.08898, 1.54066, -1.47080], [-5.08601, 1.07388, -0.61794], [-6.31478, 0.70310, -1.14522], [-6.54289, 0.79965, -2.50964], [-5.54754, 1.26902, -3.35926], [-4.31833, 1.64020, -2.84453], [-2.42565, 3.89457, -0.83942], [-2.21888, 4.54675, -2.05686], [-2.21792, 5.92948, -2.09099], [-2.42365, 6.65238, -0.92161], [-2.62487, 6.00136, 0.28654], [-2.62423, 4.61572, 0.33547], [-4.91338, 1.00213, 0.44805], [-7.09531, 0.34589, -0.48722], [-7.50374, 0.51279, -2.91592], [-5.73149, 1.34804, -4.42218], [-3.54486, 1.99739, -3.51392], [-2.04889, 3.98714, -2.96915], [-2.05290, 6.44511, -3.02706], [-2.42183, 7.73370, -0.95390], [-2.77701, 6.57160, 1.19256], [-2.77301, 4.10823, 1.27987], [2.27771, -7.60517, 0.32184], [2.04927, -6.89123, -1.00468], [0.71708, -5.70355, -0.88567], [-0.22957, -6.12089, 0.12106], [1.28417, -4.37101, -0.78946], [-0.11546, -5.78991, -2.46040], [-1.53050, -5.22295, -2.37528], [-1.64219, -4.03504, -1.51291], [-1.11627, -2.82024, -1.77562], [-1.29121, -2.00719, -0.73797], [-1.94157, -2.72452, 0.23427], [-2.15153, -3.96926, -0.23275], [-2.81759, -5.02941, 0.48598], [-3.23762, -5.97528, -0.14041], [-2.94660, -4.84180, 1.67588], [-0.41064, -2.47544, -3.03422], [3.10046, -8.30762, 0.20023], [1.39217, -8.15272, 0.63423], [2.54498, -6.90453, 1.11143], [1.78970, -7.58668, -1.80282], [2.91243, -6.30511, -1.31877], [-0.18470, -6.83871, -2.74660], [0.52369, -5.27030, -3.17452], [-2.20759, -5.96253, -1.96710], [-1.88031, -4.96005, -3.37242], [-2.24264, -2.31089, 1.18128], [-0.87480, -2.95225, -3.89669], [0.63142, -2.79155, -2.97239], [-0.44682, -1.39921, -3.18879], [-0.47604, -1.22931, 4.04075], [0.90335, -1.56187, 2.77371], [2.53418, -0.76374, 3.32583], [1.09270, -3.43133, 2.49815], [0.47452, -0.83253, 1.29676], [-0.12300, -1.50296, 5.03441], [-1.34484, -1.83409, 3.78618], [-0.72369, -0.17003, 4.02008], [2.89755, -1.25562, 4.22698], [2.35683, 0.29183, 3.52030], [3.25497, -0.88126, 2.51932], [1.06504, -3.93686, 3.46279], [2.03726, -3.62341, 1.99458], [0.27071, -3.76877, 1.87008]], "multiplicity": 5, "e_lumo_ev": [-8.184, -5.788], "homo_energy_ev": [-14.12, -14.21], "orbital_gap_ev": [5.93, 8.43], "de_lowest_kj_mol": 0.0, "total_charge": 2}

=====

{"formula": "C4H4N2S", "method": "ωB97M-V with the def2-TZVPD basis set", "species": ["C", "C", "C", "C", "N", "N", "S", "H", "H", "H", "H"], "coordinates": [[1.27376, -1.09341, -0.02825], [1.41536, 0.38275, -0.18505], [-1.38235, -0.23916, 0.03651], [1.93562, 1.56675, -0.02675], [0.24080, -0.25289, -0.11822], [-1.73233, -1.55667, -0.10593], [-2.25444, 1.12482, 0.06642], [1.32506, 2.46161, 0.07171], [2.90367, 1.72790, -0.02700], [-1.11213, -2.32344, 0.25522], [-2.61301, -1.79825, 0.06135]], "e_lumo_ev": -0.594, "homo_energy_ev": -9.10, "orbital_gap_ev": 8.51, "de_lowest_kj_mol": 507.7}

=====

Number 1: electronic energy -94559.177 eV. Number 2: electronic energy -21795.131 eV. Number 3: electronic energy -282039.575 eV. Number 4: electronic energy -18022.979 eV.